1.
Here is C33H57ClN2O2RuSi as an isolated structure from the Open Molecules 2025 dataset. Energies are from wB97M-V/def2-TZVPD.

Values from the calculation:
Total charge: +1
Multiplicity: 6

Element x y z (Å)
Ru: -0.0288 0.4802 0.8564
Cl: -1.0145 -1.4835 1.2016
Si: 0.4394 2.1039 -1.9079
O: 0.6424 -2.5017 -1.3212
O: -1.1970 -1.8143 -3.5278
N: 1.5134 1.1733 2.0079
N: -1.2697 1.4635 2.1262
C: 1.6636 -0.1688 4.5939
C: -0.7248 -1.1782 -4.7265
C: 2.6799 2.9491 3.1825
C: 4.7534 -0.6020 1.6294
C: 3.6528 0.9701 0.0466
C: -0.1530 -3.7546 -1.1922
C: -2.5979 -1.6859 -3.1986
C: -1.0645 -2.0148 -5.9416
C: 0.3192 3.2097 2.3331
C: -4.1720 0.3126 4.0534
C: 2.6250 0.3107 2.2860
C: -2.1304 3.7445 2.0976
C: 3.8451 -1.0981 3.8108
C: 2.7202 -0.3177 3.5471
C: 3.6633 0.2168 1.3348
C: -1.9029 1.0637 4.8755
C: -2.5373 0.9279 2.4429
C: -1.2605 2.5192 -2.5602
C: 1.4515 2.4124 2.5037
C: -4.7017 0.2512 1.6862
C: -5.0768 0.0729 3.0173
C: 4.8563 -1.2453 2.8609
C: -3.2901 -2.9994 -3.4970
C: -2.9123 0.8827 -0.0016
C: -0.1355 -4.6794 -2.3914
C: 1.6792 1.9589 -3.3255
C: -3.4021 0.6579 1.3801
C: 1.0090 3.5685 -0.9093
C: 0.3294 0.3384 -1.1440
C: 1.9799 -2.6253 -1.9856
C: -0.9930 2.7782 2.1628
C: -2.8826 0.7596 3.7912
C: 2.8882 -3.2662 -0.9614
H: 2.8631 1.7241 0.0081
H: 0.7417 -0.6867 4.3115
H: -3.1818 1.8813 -0.3797
H: 2.8905 -2.7237 0.0009
H: -4.3404 -2.8980 -3.2107
H: 2.0065 -0.6240 5.5309
H: -1.8001 1.6265 -2.8966
H: -6.0883 -0.2756 3.2504
H: 2.5459 -4.2935 -0.7638
H: -2.6098 -1.4701 -2.1135
H: -5.3984 0.0923 0.8636
H: -3.3043 0.1165 -0.6823
H: 0.3040 -4.2532 -0.3298
H: 3.9176 -3.2990 -1.3370
H: -0.9551 0.5406 4.6940
H: -1.7185 4.7377 2.3055
H: -2.3088 0.7050 5.8310
H: -3.2199 -3.2306 -4.5662
H: -4.4624 0.1561 5.0927
H: 1.2953 4.3683 -1.6115
H: -1.1609 3.2096 -3.4094
H: 1.3022 1.3121 -4.1256
H: 5.5365 -0.7002 0.8758
H: -0.5010 -0.1476 -1.6857
H: -0.6091 -4.2479 -3.2922
H: 0.8715 -5.0624 -2.6358
H: -3.0468 -0.8249 -3.7492
H: 3.5542 2.9452 2.5148
H: 1.7687 -3.2150 -2.8843
H: 0.4473 4.2746 2.5057
H: -1.7070 2.1429 4.9867
H: 5.7363 -1.8590 3.0802
H: 2.4912 3.9923 3.4533
H: 1.2723 -0.2024 -1.3307
H: 0.3761 -1.5676 -0.9438
H: 4.6181 1.4747 -0.1070
H: 3.5056 0.2867 -0.8001
H: -2.8266 -3.8097 -2.9146
H: -1.1626 -3.4128 -0.9458
H: -2.8784 3.5267 2.8724
H: 2.2706 -1.6056 -2.2397
H: -0.7495 -3.0569 -5.7879
H: 0.3615 -1.1049 -4.5662
H: 1.4163 0.8786 4.7947
H: 2.6373 1.5594 -2.9739
H: 1.8846 2.9443 -3.7571
H: -2.1409 -1.9827 -6.1353
H: -0.7208 -5.5683 -2.0836
H: -1.7824 0.7897 -0.0027
H: -2.5999 3.7320 1.0992
H: 0.1974 3.9571 -0.2843
H: 2.9221 2.3982 4.1038
H: -1.1448 -0.1502 -4.7920
H: -1.8505 3.0246 -1.7885
H: -0.5315 -1.5998 -6.7956
H: 3.9265 -1.5914 4.7803
H: 1.8757 3.3761 -0.2694

2.
Here is C33H57F18N6O15S6Y as an isolated structure from the Open Molecules 2025 dataset. Energies are from wB97M-V/def2-TZVPD.

Values from the calculation:
Total charge: 0
Multiplicity: 1

Element x y z (Å)
Y: 0.3097 -2.1097 -2.5755
S: -0.1916 -0.7833 0.1497
S: 3.5597 -3.8914 -1.9663
S: 2.7589 -2.7461 -4.3368
S: -1.9541 -5.0350 -2.6897
S: -2.0134 -3.1497 -4.4875
S: -2.2949 0.2280 -1.0457
F: 3.6210 -2.0247 -0.1447
F: -4.8043 0.3712 -1.7320
F: -3.4361 -0.1611 -3.3505
F: 4.0086 -5.0278 -4.7248
F: 4.3854 -3.9478 0.4927
F: 3.0749 -4.1742 -6.4759
F: 0.2100 -6.5006 -2.8139
F: -0.2447 -3.4931 -6.3639
F: 1.8252 -5.0907 -4.9756
F: -1.3144 -5.3129 -5.8665
F: -2.2930 -3.7265 -7.0104
F: -0.0138 -2.5001 2.0788
F: -3.9495 -1.6093 -1.8462
F: 2.2480 -3.6841 0.2836
F: 0.0196 -5.2572 -1.0217
F: -2.0701 -2.1637 1.4244
F: -1.0577 -0.6623 2.6073
F: -1.1542 -7.0575 -1.2294
O: -3.4143 -3.2953 -4.3931
O: 4.8328 -3.4495 -2.4147
O: -2.6161 -5.9177 -3.5796
O: 1.4624 -2.2108 -4.7496
O: 0.2714 0.3391 -3.2584
O: 3.8513 -1.9012 -4.6367
O: 2.5758 -0.7879 2.7198
O: 0.0982 0.5671 0.4472
O: -7.2690 1.3179 4.9682
O: -1.7747 1.4062 -1.6886
O: -2.7904 0.3812 0.2875
O: -2.6511 -4.5400 -1.5370
O: 3.3001 -5.2913 -1.9466
O: 0.9604 -1.5239 -0.3797
O: -1.4645 -1.8064 -4.3702
N: 3.4292 0.0018 3.5270
N: -1.2366 -1.0133 -1.1846
N: -1.0397 -3.8200 -3.2713
N: -5.9463 1.8030 4.8872
N: 2.3266 -3.0887 -2.6982
N: 1.2929 0.8512 -4.1112
C: -3.7299 -0.3160 -2.0704
C: 2.2227 1.6353 -3.3030
C: 4.5593 1.0007 1.5392
C: 5.4134 -1.0892 2.6309
C: -0.6407 -6.0503 -1.8954
C: 1.5934 2.6841 -2.3323
C: 4.7152 0.2432 2.8896
C: 2.9397 -4.4099 -5.1843
C: 5.5953 1.0321 3.8495
C: -5.1200 -0.0731 3.4918
C: 3.5956 1.8575 5.0729
C: -5.8434 3.0666 4.1743
C: -0.0845 0.4963 -6.1299
C: -6.6699 4.0767 4.9723
C: -4.4056 3.5739 4.2834
C: -5.1078 -0.1988 6.0408
C: -6.2484 3.0259 2.6975
C: 4.8956 2.2843 4.3755
C: 1.8331 2.0320 -6.1319
C: -3.3635 2.4932 3.9381
C: -0.2795 2.6142 -4.8853
C: 2.9856 0.6771 -2.3922
C: -1.4298 -4.0216 -6.0582
C: 3.3145 2.2713 -4.1641
C: -4.9673 0.7150 4.8410
C: 2.9098 2.8756 -5.5051
C: -3.5774 1.3029 4.8719
C: 0.6916 1.5079 -5.2833
C: 1.9635 1.9992 3.2126
C: 1.6155 0.3381 5.0811
C: -0.9146 -1.6020 1.7043
C: 3.4440 -3.3343 -0.2103
C: 2.6248 1.0482 4.2103
H: -5.3882 2.8711 2.0384
H: 4.9431 -1.6079 1.8001
H: 2.0597 -0.2978 5.8405
H: 4.7458 3.0387 3.6046
H: 2.6145 3.9227 -5.3831
H: 5.5738 2.6572 5.1482
H: 5.2838 0.6346 0.8062
H: 3.3089 -0.2045 -2.9591
H: 1.8917 2.4734 -1.3001
H: -4.1689 3.8927 5.2971
H: 2.3498 0.2163 -1.6265
H: -0.7122 3.1201 -5.7551
H: -5.1794 0.3838 6.9587
H: 4.6932 2.0723 1.6762
H: -3.2386 1.5721 5.8767
H: 3.8585 2.9867 -3.5450
H: 6.5933 1.2416 3.4675
H: 3.8833 1.3310 5.9835
H: 0.8715 1.8197 3.1077
H: -7.6673 3.6777 5.1890
H: -6.0641 -0.7201 5.9258
H: 3.7360 2.8823 -6.2156
H: -6.0769 0.1256 3.0090
H: 3.5859 0.8306 1.0805
H: -0.3307 1.0642 -3.0091
H: 0.5081 2.7296 -2.2581
H: 3.1155 2.8133 5.2981
H: 0.2121 3.4423 -4.3757
H: 1.4850 2.4116 -7.1021
H: -4.1837 4.3621 3.5606
H: -1.1387 2.2079 -4.3480
H: 0.8801 -0.1903 4.4688
H: 2.6502 -1.6715 3.0957
H: 0.9434 1.0866 5.5237
H: -5.2496 -1.1360 3.7389
H: -1.1219 0.4873 -5.7796
H: -4.3249 -0.9495 6.1150
H: 3.8836 1.0895 -1.9392
H: 1.9208 3.0515 3.4985
H: -7.4173 0.8314 4.1424
H: 5.3292 -1.7153 3.5298
H: 2.2802 1.1317 -6.5942
H: -6.2546 4.2819 5.9595
H: -4.2416 0.0192 2.8624
H: -2.8231 0.5663 4.5596
H: -6.8085 3.9096 2.4027
H: 4.0826 1.5289 -4.4116
H: -0.0586 0.8112 -7.1709
H: -6.8379 2.1383 2.4433
H: 6.4933 -1.0421 2.4879
H: 2.0189 3.6777 -2.4885
H: -6.8494 5.0436 4.4949
H: 5.7074 0.3585 4.7111
H: -2.4114 2.9382 4.2492
H: -3.2851 2.2318 2.8830
H: 2.1759 1.8563 2.1560
H: 0.1955 -0.5540 -6.0572

| no. | calculated total energy (Eh) | F_max (eV/A) |
| --- | --- | --- |
| 1 | -2395.85847 | 2.40 |
| 2 | -6973.69279 | 4.15 |